This record from OMol25 describes a structure of composition C15H20N6O9Ru in a non-equilibrium geometry. The level of theory is ωB97M-V with the def2-TZVPD basis set.

XYZ file:
```
51
C15H20N6O9Ru (ωB97M-V with the def2-TZVPD basis set)
Ru 0.43 0.22 0.44
O -1.84 2.23 -2.57
C -1.43 1.46 -1.59
O -0.44 0.76 -1.63
C -2.34 1.57 -0.40
O -1.96 0.64 0.60
C -2.62 -0.53 0.66
C -1.00 -2.96 -0.02
O -1.65 -3.71 0.58
O -0.33 -2.20 -0.63
H -1.21 2.17 -3.31
H -3.37 1.40 -0.72
H -2.24 2.56 0.01
H -3.55 -0.63 0.12
H -2.41 -1.10 1.56
C 3.55 -1.10 4.27
N 2.12 -0.99 3.94
C 1.24 -0.22 4.83
C 1.69 -1.24 2.70
N 0.50 -0.99 2.23
N 2.61 -1.90 1.88
C 2.67 -1.83 0.50
N 3.34 -2.85 -0.08
N 2.20 -0.80 -0.12
H 3.68 -0.77 5.30
H 4.16 -0.48 3.62
H 3.90 -2.14 4.23
H 1.68 -0.21 5.82
H 0.27 -0.69 4.92
H 1.13 0.80 4.46
H -0.07 -0.52 2.91
H 3.24 -2.53 2.33
H 3.70 -3.62 0.45
H 3.44 -2.87 -1.08
H 2.35 -0.83 -1.12
O 1.63 1.60 2.00
C 0.70 2.44 1.86
O -0.05 2.44 0.83
C 0.41 3.37 2.99
C 1.42 3.86 3.81
C 1.11 4.67 4.90
C -0.21 4.95 5.20
C -1.20 4.44 4.39
C -0.92 3.67 3.28
N -2.62 4.71 4.72
O -2.85 5.43 5.68
O -3.48 4.17 4.04
H 2.45 3.62 3.58
H 1.90 5.07 5.52
H -0.49 5.57 6.05
H -1.71 3.29 2.66
```

For the highest occupied orbital energy (alpha / beta), the calculation gives -0.3401 / -0.3332 hartree. As for the spin multiplicity: 2. As for the charge: +1. As for the maximum force: 1.351 eV/Å. As for the frontier orbital gap (alpha / beta): 5.01 / 4.99 eV. The relative energy (zero: lowest compared OMol25 entry of this formula, charge and spin) comes out at 444.9 kJ/mol. For the molar mass, the calculation gives 529.4 g mol⁻¹.